Computed, not measured: an isolated molecule of C6H8O2 at a distorted geometry, with ωB97M-V/def2-TZVPD.

```
! RIJCOSX wB97M-V def2-TZVPD def2/J DEFGRID3
* xyz 0 1
C -0.46 -0.53 -1.64
C -1.32 -0.77 -0.57
C -0.84 -0.22 0.82
C 0.09 0.52 2.14
O 1.34 0.69 1.50
C 1.01 0.46 -0.02
C 0.71 0.50 -1.60
O -0.25 0.80 0.18
H -0.74 -1.21 -2.38
H -2.08 -1.49 -0.59
H -0.20 -1.23 1.00
H -0.50 1.43 2.24
H 0.25 0.04 3.16
H 1.20 -0.65 0.04
H 1.46 0.18 -2.34
H 0.33 1.46 -1.96
*
```

- Molecular weight: 112.1 u
- SMILES string: C1=C[C@H]2CO[C@H](C1)O2
- E_tot: -383.50058 Eh
- E_HOMO: -8.08 eV

***

Computed, not measured: a cluster of 2 separate species, C9H18F2N in total at a distorted geometry, with ωB97M-V/def2-TZVPD.

```
! RIJCOSX wB97M-V def2-TZVPD def2/J DEFGRID3
* xyz 1 1
C -0.51 -0.29 -0.54
C -2.98 -0.66 -0.61
C -0.28 2.73 1.99
C 0.85 1.53 -2.03
C -0.85 -2.25 1.02
C 0.41 -2.61 -1.02
C -0.25 1.27 1.61
C 0.73 1.86 -0.58
C 0.10 -1.53 0.02
N -0.42 1.02 0.14
F -3.46 0.19 -1.47
F -3.66 -1.76 -0.68
H 0.86 3.04 2.02
H -0.68 3.36 1.24
H -0.57 2.92 3.06
H 0.93 0.43 -2.14
H -0.03 1.85 -2.67
H 1.83 1.92 -2.37
H -1.07 -1.50 1.84
H -1.83 -2.32 0.54
H -0.22 -3.06 1.42
H 1.47 -2.56 -1.22
H 0.31 -3.55 -0.49
H -0.22 -2.52 -1.85
H -1.12 0.80 2.05
H 0.57 0.71 1.90
H 0.39 2.92 -0.49
H 1.54 1.58 0.15
H 0.98 -1.63 0.58
H -1.40 1.41 -0.03
*
```

- Molecular weight: 178.2 u
- E_tot: -607.68597 Eh
- E_HOMO (alpha / beta): -12.59 / -12.59 eV

***

Computed, not measured: a structure of composition C51H55BBrN13OSV at a distorted geometry, with ωB97M-V/def2-TZVPD.

```
! RIJCOSX wB97M-V def2-TZVPD def2/J DEFGRID3
* xyz 0 4
V -0.27 -0.67 0.16
C -3.73 1.54 -2.43
C -2.31 1.70 -1.97
C -1.41 2.19 -2.84
C 0.08 2.06 -2.68
N -0.85 1.29 -0.04
N -2.08 1.31 -0.66
B -3.16 1.23 0.41
N -3.34 -0.28 0.77
N -2.31 -1.17 0.85
C -2.81 -2.31 1.35
C -4.18 -2.14 1.57
C -4.48 -0.84 1.20
C -5.80 -0.16 1.20
C -2.14 -3.64 1.58
C -2.89 -4.37 2.71
C -2.29 -4.42 0.26
C -0.68 -3.58 2.01
N -2.36 1.85 1.53
N -1.05 1.67 1.20
C -0.23 1.70 2.40
C -1.19 2.38 3.34
C -2.43 2.34 2.81
C -3.72 2.78 3.39
C 1.11 2.46 2.20
C 0.74 3.85 1.65
C 2.08 1.81 1.22
C 1.83 2.63 3.54
C 0.92 3.28 -3.11
C 0.25 4.49 -2.45
C 1.00 3.54 -4.61
C 2.33 3.09 -2.54
H -3.76 1.57 -3.51
H -4.38 2.32 -2.04
H -4.12 0.58 -2.09
H -1.75 2.47 -3.82
H -4.18 1.76 0.19
H -4.88 -2.85 1.96
H -6.54 -0.79 1.68
H -6.11 0.05 0.17
H -5.75 0.79 1.73
H -3.89 -4.67 2.41
H -2.96 -3.72 3.58
H -2.34 -5.26 3.00
H -3.30 -4.32 -0.13
H -2.09 -5.48 0.41
H -1.60 -4.04 -0.49
H -0.59 -3.05 2.96
H -0.05 -3.10 1.27
H -0.30 -4.59 2.16
H -0.92 2.74 4.31
H -3.55 3.56 4.13
H -4.23 1.95 3.87
H -4.37 3.16 2.60
H 0.36 3.75 0.64
H 1.61 4.49 1.63
H -0.02 4.32 2.26
H 1.57 1.37 0.36
H 2.67 1.03 1.70
H 2.77 2.57 0.85
H 1.28 3.26 4.23
H 2.80 3.09 3.37
H 2.00 1.66 4.01
H -0.72 4.68 -2.89
H 0.86 5.38 -2.56
H 0.10 4.31 -1.38
H 0.01 3.52 -5.06
H 1.64 2.81 -5.11
H 1.43 4.52 -4.79
H 2.31 3.06 -1.46
H 2.98 3.91 -2.84
H 2.77 2.16 -2.90
Br -6.67 -1.51 -5.35
C -4.90 -2.13 -5.66
C -4.41 -2.17 -6.96
C -3.13 -2.61 -7.19
C -2.31 -3.02 -6.13
C -2.84 -3.01 -4.82
C -4.13 -2.56 -4.59
N -1.11 -3.60 -6.49
N -0.18 -3.88 -5.70
C 0.07 -3.35 -4.50
C 0.51 -4.24 -3.50
C 0.56 -3.87 -2.18
C 0.19 -2.57 -1.79
O 0.00 -2.19 -0.59
C 0.08 -1.57 -2.83
N 0.14 -0.30 -2.42
C 0.18 0.68 -3.31
C 0.07 0.40 -4.68
C -0.04 -0.90 -5.11
C 0.00 -1.95 -4.18
H -5.04 -1.87 -7.79
H -2.72 -2.64 -8.19
H -2.27 -3.37 -3.99
H -4.53 -2.55 -3.59
H 0.70 -5.26 -3.79
H 0.81 -4.59 -1.41
H 0.30 1.90 -1.63
H 0.06 1.20 -5.40
H -0.11 -1.11 -6.17
S 4.79 -3.86 4.53
N 4.83 -3.71 2.91
C 3.86 -2.89 2.54
C 3.57 -2.45 1.21
C 4.33 -2.80 0.09
C 4.00 -2.24 -1.13
C 2.93 -1.34 -1.19
N 2.17 -1.04 -0.15
C 2.45 -1.60 1.03
C 1.61 -1.23 2.14
N 0.47 -0.59 1.84
C -0.20 0.15 2.85
C 0.26 -0.09 4.25
C 1.25 -0.94 4.53
C 2.00 -1.53 3.46
C 3.10 -2.39 3.65
N 3.55 -2.86 4.81
H 5.16 -3.48 0.21
H 4.56 -2.49 -2.01
H 2.70 -0.83 -2.11
H -1.28 -0.11 2.82
H -0.33 0.37 5.03
H 1.55 -1.18 5.54
*
```

- Molecular weight: 1039.8 u
- Expectation value of S²: 3.793
- E_tot: -6704.55933 Eh
- E_HOMO (alpha / beta): -6.38 / -6.98 eV

***

Computed, not measured: an isolated molecule of C3H4N2S2 at a distorted geometry, with ωB97M-V/def2-TZVPD.

```
! RIJCOSX wB97M-V def2-TZVPD def2/J DEFGRID3
* xyz 0 1
C 2.50 -0.74 0.21
C 1.03 -0.54 0.06
N 0.12 -1.38 -0.04
S -1.56 -1.01 -0.11
C -1.68 0.65 0.27
N -0.89 1.54 0.16
S 0.81 1.25 -0.19
H 2.86 0.04 -0.80
H 3.18 -1.69 -0.02
H 3.01 -0.45 1.16
H -2.76 1.11 0.38
*
```

- Molecular weight: 132.2 u
- SMILES string: CC1=NSC=NS1
- E_tot: -1022.48762 Eh
- E_HOMO: -8.44 eV